Here is a 7-piece molecular cluster, C23H42NO19S overall in a non-equilibrium geometry from OMol25. Energies are from ωB97M-V with the def2-TZVPD basis set.

**Orbital gap**: 0.3883 Eh
**HOMO energy**: -12.53 eV
**E**: -2783.50131 Eh
**Total charge**: +1

```
86
Properties=species:S:1:pos:R:3:forces:R:3
C 29.55108 -22.71030 36.44907 0.7310 -0.3882 -1.2046
N 29.91871 -21.34222 35.84971 -2.6673 1.1202 3.5326
C 29.71793 -21.19522 34.42190 -0.5271 -2.5844 -0.1987
C 28.86071 -20.44912 36.62206 4.2488 2.8423 1.2556
C 31.33033 -20.94788 36.20190 1.5904 0.1482 -1.5557
C 31.59666 -19.42831 36.21335 -1.3974 0.5002 4.8088
O 32.82545 -19.01033 36.74822 1.6449 -0.7124 -0.8557
H 28.52387 -23.08356 36.15252 1.2888 0.9550 0.4671
H 29.80100 -22.71230 37.50712 -0.6231 0.4080 0.1282
H 30.30078 -23.36375 36.05146 0.2602 -0.7820 -0.5128
H 30.61821 -21.56050 33.99387 0.8172 -0.2065 -0.7696
H 29.56408 -20.18310 34.14171 -0.6056 0.5062 -0.3093
H 28.96011 -21.97800 34.22940 -0.1848 1.2723 -0.7333
H 28.05716 -20.72534 37.19630 -2.5076 -2.7598 -0.0038
H 28.56719 -19.51194 36.16118 0.3724 -0.2641 -0.8933
H 29.42252 -20.10938 37.54917 -0.0276 -0.1326 -1.1576
H 32.09381 -21.53214 35.51414 -1.7468 1.0888 1.3812
H 31.52730 -21.22891 37.20340 0.1086 -0.7066 1.0166
H 30.85715 -18.85361 36.87075 0.2052 -1.3613 -0.7283
H 31.57192 -18.82823 35.42129 -0.5236 1.2050 -4.4844
H 32.90035 -18.98817 37.69186 -0.3448 -0.2881 0.7678
O 29.69566 -17.94421 30.55685 0.7310 -1.3504 0.8629
S 30.46815 -19.10307 30.99032 -2.7449 0.3954 4.4671
O 30.98769 -19.16966 32.41536 -1.6381 -0.3248 -4.4454
O 29.50353 -20.51441 30.69610 3.4418 0.7975 5.1063
C 28.65365 -20.44140 29.66064 -3.9017 0.4417 -1.9016
C 27.75341 -21.65922 29.21639 3.1285 -2.5040 9.9273
C 31.72826 -19.31630 29.94422 5.1865 -2.0332 -0.0896
H 29.30649 -20.40573 28.90977 2.0630 0.7773 -4.2100
H 28.09772 -19.48097 29.71172 -0.1730 -0.8046 -0.1863
H 28.28879 -22.75248 29.27577 -1.0491 2.7603 0.3325
H 27.45885 -21.63915 28.33522 -2.1049 1.1100 -8.4328
H 26.80524 -21.68480 29.78765 0.6184 -0.2679 0.1919
H 31.44158 -19.44238 28.97062 -1.3214 0.7115 -2.6792
H 32.09450 -20.37599 30.04469 -0.0566 0.8564 0.7898
H 32.67485 -18.65901 29.99655 -1.9711 -0.6301 0.3401
C 25.22088 -23.84726 33.05877 0.3187 1.1429 -0.4801
C 25.90289 -22.50842 33.62090 1.6068 -0.9867 -2.0807
O 26.95945 -23.10217 34.32808 2.0403 -2.1633 2.7869
C 27.02374 -24.49190 34.29546 -1.3040 1.0025 -1.4447
O 27.79899 -25.20161 34.84361 0.4667 0.5174 0.5495
O 26.07372 -24.94661 33.44184 0.2059 0.9306 1.2015
H 25.40651 -23.88222 31.91996 -1.8902 0.3467 1.7557
H 24.27983 -23.91836 33.64940 0.0596 -0.5164 -1.6037
H 25.43578 -21.73862 34.30647 -0.0355 -1.1130 -1.2347
H 26.52516 -22.13381 32.75879 -1.5750 0.9767 0.6758
C 25.64884 -24.54542 38.72691 0.8619 2.8599 -5.6342
C 24.68263 -24.58590 37.54792 -3.8780 -1.5433 1.1382
O 24.55636 -23.28361 36.98139 -2.0151 -3.2691 -2.7116
C 25.34273 -22.48357 37.53423 0.9553 3.2708 1.8936
O 25.35424 -21.29383 37.24980 1.3261 -1.7752 0.9338
O 25.98575 -23.15923 38.52209 1.7237 2.7704 2.1705
H 26.58387 -24.97686 38.48904 0.7071 -1.3137 -0.0757
H 25.29705 -24.86429 39.60738 -1.4320 -0.2698 3.5549
H 23.57775 -24.76219 37.86031 2.0023 -0.4368 -0.3899
H 25.01061 -25.31872 36.85276 -0.0517 -0.3628 -1.0623
C 33.33374 -25.53746 33.29622 -0.3054 -1.9746 0.3076
C 32.89492 -26.54160 34.40644 -0.3296 -0.8475 -0.2155
O 32.76196 -25.72346 35.55588 0.0882 -1.1004 1.1895
C 33.19974 -24.54789 35.29972 -0.2581 5.9808 2.0118
O 33.20167 -23.55732 36.07782 0.0697 -3.3683 -2.0771
O 33.50893 -24.37403 34.00635 0.4367 1.5391 0.5410
H 32.50502 -25.45076 32.55259 1.0771 0.0720 0.3069
H 34.27093 -25.86582 32.94480 0.9648 -0.0680 -1.3338
H 33.45398 -27.49434 34.75063 -0.8409 1.6624 -1.3094
H 31.89880 -26.62937 34.04558 -1.0464 -1.8476 0.5234
C 27.54876 -16.01886 33.33014 0.5445 1.5679 -0.3735
C 28.92320 -16.27409 33.86373 0.1746 -0.0786 2.0905
O 29.00176 -17.69860 33.77393 3.3735 1.1192 1.3317
C 27.86453 -18.10516 33.45771 -2.8525 -11.0232 -1.7310
O 27.57341 -19.35409 33.25315 1.5939 4.2191 0.9803
O 26.95548 -17.26033 33.33185 -3.5149 1.9300 -0.0800
H 27.58595 -15.69446 32.28599 -0.2411 0.5621 0.3958
H 27.13965 -15.37237 34.05217 -1.5477 1.1077 0.0802
H 29.07697 -15.95691 34.98421 0.1021 -0.3859 -2.4729
H 29.52241 -15.93028 33.08432 2.1883 1.0980 -0.1951
C 34.25321 -18.24986 33.47352 -3.4344 0.3846 -2.0859
C 34.29850 -19.72805 32.99616 9.8683 4.9458 5.5895
O 35.26488 -19.57594 31.99172 0.2209 -1.7621 -1.2927
C 35.88390 -18.40393 31.94516 0.7983 0.0122 0.0375
O 36.78643 -18.20534 31.19164 -0.4887 0.6945 0.4782
O 35.36586 -17.58550 32.89689 -0.0516 -0.2977 -0.5691
H 34.15102 -17.93244 34.44289 0.6695 -0.2879 2.8819
H 33.21113 -17.82461 33.13693 1.9003 -0.4160 -0.4865
H 33.55734 -20.06945 32.63259 -10.2247 -3.6339 -4.9689
H 34.59940 -20.49974 33.70416 0.6522 0.3326 0.4785
```
Positions in Å, forces in eV/Å.

Results of the Mulliken charge analysis, in e, for atoms 1 through 6:
1 C -0.32
2 N 0.96
3 C -0.12
4 C -0.87
5 C 0.01
6 C -0.82